# 1
Below is the ion C3H3NO2P with charge -1 in a non-equilibrium geometry, with properties calculated with ωB97M-V/def2-TZVPD.

Properties
total energy	-662.67489	a.u.
SMILES	O=C1PN=C[C@H]1[O-]
HOMO level	-3.24	eV
energy above the lowest of the compared OMol25 structures with the same formula, charge and spin	123.2	kJ/mol

```
! wB97M-V def2-TZVPD RIJCOSX def2/J DEFGRID3
* xyz -1 1
H 1.95 -1.65 -1.10
C -0.32 1.00 -0.24
C -1.21 -0.18 0.12
H -0.80 1.97 -0.37
P 1.46 -0.74 0.02
H -0.94 -0.29 1.27
C -0.27 -1.40 -0.16
N 0.94 0.93 -0.43
O -0.55 -2.58 -0.21
O -2.45 -0.16 -0.16
*
```

Results of the Mulliken charge analysis, in e, for atoms 1 through 4: H 0.0215; C 0.0482; C 0.1711; H 0.4246

=====

# 2
Below is a cluster of 2 separate species, C20H45N3O4P in total in a non-equilibrium geometry, with properties calculated with ωB97M-V/def2-TZVPD.

Properties
total energy	-1595.07879	a.u.
HOMO level	-9.82	eV

```
! wB97M-V def2-TZVPD RIJCOSX def2/J DEFGRID3
* xyz 1 1
H -4.81 1.00 1.79
H 7.32 1.73 -0.48
C 6.40 0.80 -2.21
H -6.09 2.25 0.95
H -4.69 2.87 2.06
H 2.24 1.51 -1.31
H 4.59 4.12 -0.27
C -0.15 -3.54 -0.89
H 1.92 -0.21 -1.34
H -4.18 -3.86 4.72
H -4.93 -2.53 5.40
C -1.83 1.29 1.17
H -5.33 0.06 -1.19
C 4.77 3.04 -0.39
O 3.74 2.37 0.31
H 4.28 0.10 -0.68
H 5.40 1.94 -4.36
P -2.71 -0.06 -1.06
H 4.82 0.24 -4.26
H 4.16 -0.71 -2.24
N -2.58 1.45 -0.13
C -6.33 -2.28 2.54
H 5.08 2.22 1.93
H 0.38 1.02 1.66
H 3.66 1.60 -4.09
H -4.09 -3.08 2.71
H 7.86 0.11 -0.79
H 6.45 -0.21 -2.65
C -3.90 2.18 0.02
C -4.97 2.04 1.25
H -7.05 -1.66 3.25
C 3.98 0.24 -1.72
C 4.68 1.26 -3.89
C -4.93 -2.53 3.34
H -0.28 2.73 2.11
C 4.15 1.81 1.55
H 6.28 0.35 -0.06
H 0.54 -2.78 -1.51
O -2.25 0.64 2.26
H 7.02 1.45 -2.83
N 4.94 1.27 -2.36
H -1.70 -1.51 0.89
C -4.52 -0.77 -0.99
C 2.49 0.58 -1.82
H -4.60 -1.54 -1.90
C -6.18 -1.47 1.11
H 3.36 1.98 2.29
H -0.40 -1.04 -0.46
C -4.68 -1.54 0.45
H 3.72 3.02 -2.28
H -4.35 -2.66 0.31
N -5.06 -3.28 4.65
H 4.25 0.72 1.43
H 0.10 2.31 0.22
C -1.68 -2.87 -0.97
C -1.52 -1.38 -0.26
H -0.11 -4.63 -1.31
H -2.09 -2.82 -2.07
H -6.47 -0.33 1.22
H -6.85 -3.32 2.29
H 5.46 3.34 -2.42
C 6.97 0.75 -0.81
O 0.40 -3.55 0.49
H -0.35 -3.48 1.17
O -4.26 3.01 -1.00
H 5.75 2.86 0.03
H 2.15 0.66 -2.85
H -4.49 -1.45 3.60
C -0.29 1.93 1.25
H -2.36 -3.50 -0.24
H -3.94 -1.04 1.20
C 4.71 2.74 -1.90
H -6.99 -1.94 0.38
*
```

Results of the Mulliken charge analysis, in e, for atoms 1 through 4: H -0.0516; H 0.3345; C -0.3431; H 0.2703

=====

| no. | frontier orbital gap (eV) |
| --- | --- |
| 1 | 7.48 |
| 2 | 7.41 |